No. 1
Entry from the OMol25 dataset: an isolated molecule of C4H4FNOS (wB97M-V/def2-TZVPD).

Geometry as XYZ:
```
12
C4H4FNOS, DFT wB97M-V/def2-TZVPD
O 0.93882 -1.95795 -0.09067
N 0.37993 -0.76832 0.23578
C -1.01774 -0.54190 0.06739
C -1.08933 0.90162 -0.10256
F -2.29083 1.42445 -0.32503
C 0.06601 1.42797 0.01270
C 1.06494 0.46592 0.09908
S 2.68920 0.53775 0.36873
H 1.85232 -1.84236 -0.06715
H -1.29997 -1.14579 -0.85800
H -1.48150 -1.05621 0.78715
H 0.18814 2.55482 -0.12742
```

The calculation puts the LUMO energy at -0.19 eV. The structure (SMILES) is ON1CC(F)=CC1=S.


No. 2
Entry from the OMol25 dataset: a structure of composition C3Na6O9 (wB97M-V/def2-TZVPD).

Geometry as XYZ:
```
18
C3Na6O9, DFT wB97M-V/def2-TZVPD
Na 10.55922 21.98714 18.83849
Na 8.76057 20.29083 16.19178
Na 3.64747 21.94547 20.53540
Na 4.24883 20.26673 17.50610
Na 8.30299 24.01790 16.88602
Na 7.08241 22.20546 20.82573
C 10.59250 22.21835 15.29211
O 11.66156 22.86413 14.98138
O 10.36474 21.11794 14.64722
O 10.16844 22.19269 16.53408
C 5.38997 20.11201 21.87437
O 4.46984 19.71347 21.07436
O 5.49318 21.34367 22.22714
O 6.29906 19.21680 22.11894
C 6.74525 21.44607 18.10418
O 5.87886 21.34780 19.03256
O 7.93342 21.84159 18.39376
O 6.55203 21.00205 16.93123
```

The calculation puts the LUMO energy at -2.01 eV.


No. 3
Entry from the OMol25 dataset: an isolated molecule of C6H8N2 (wB97M-V/def2-TZVPD).

Geometry as XYZ:
```
16
C6H8N2, DFT wB97M-V/def2-TZVPD
C 2.11202 0.50750 -0.05306
C 1.43678 1.08919 -1.06194
C -0.03978 0.82601 -1.34515
C -0.68400 -0.15510 -0.36292
N -1.27454 -1.27012 -0.63468
C -1.71072 -1.75804 0.51956
C -1.27494 -0.98450 1.61045
N -0.66462 0.07486 1.02622
H 3.19063 0.66483 0.10528
H 1.65818 -0.23277 0.56502
H 1.97562 1.83505 -1.67900
H -0.58098 1.76294 -1.18405
H -0.17408 0.40926 -2.33627
H -2.38428 -2.64061 0.61661
H -1.41304 -0.98927 2.70156
H -0.17225 0.86076 1.51235
```

The calculation puts the LUMO energy at 0.90 eV. The structure (SMILES) is C=CCc1ncc[nH]1.


No. 4
Entry from the OMol25 dataset: the ion C6H14N4 with charge +2 (wB97M-V/def2-TZVPD).

Geometry as XYZ:
```
24
C6H14N4, DFT wB97M-V/def2-TZVPD
N -1.48927 0.24478 -0.68038
C -0.38123 0.14559 0.28030
N -0.69074 0.74498 1.50959
N -0.44009 -0.08006 2.65373
C -0.25046 -1.34407 0.48301
C 0.67544 -2.14253 -0.01682
C 1.82636 -1.62202 -0.71010
C 1.99345 -0.33095 -1.00590
C 0.99781 0.78883 -0.64689
N 0.41639 1.40608 -1.84465
H -2.40826 0.57295 -0.46919
H -1.50567 -0.56306 -1.22205
H -1.27626 1.49850 1.71152
H 0.30363 -0.68654 2.25741
H -1.29653 -0.63890 2.80196
H -0.20188 0.52858 3.41551
H -1.08556 -1.71503 1.08622
H 0.72531 -3.16030 0.13480
H 2.46669 -2.37276 -1.30098
H 2.87921 0.01840 -1.52520
H 1.47804 1.37714 0.14317
H 0.80983 1.02939 -2.66237
H 0.47690 2.48546 -1.88840
H -0.63158 1.19727 -1.63048
```

Its total charge is +2. The calculation puts the LUMO energy at -7.44 eV. The structure (SMILES) is N[C@@]1(N[NH3+])C=CC=C[C@H]1[NH3+].


No. 5
Entry from the OMol25 dataset: the ion C3H3N2S with charge -1 (wB97M-V/def2-TZVPD).

Geometry as XYZ:
```
9
C3H3N2S, DFT wB97M-V/def2-TZVPD
C -1.24384 -0.35672 0.72233
C -1.73655 0.63582 -0.00628
C 0.99230 -0.36550 0.03363
N 0.11265 -0.73214 0.94020
N 0.82410 0.40753 -1.00290
S 2.16075 0.84416 -1.86752
H -1.92574 -1.19986 1.21000
H -1.17548 1.47405 -0.20181
H 1.99180 -0.70734 0.17235
```

Its total charge is -1. The calculation puts the LUMO energy (alpha / beta) at 3.25 / 3.37 eV.


Taking the records one at a time from the top gives E values of -782.7567 -1765.5037 -342.9070 -455.3023 -623.6951 a.u..
Taking the records one at a time from the top gives strongest force on any atom values of 6.68 7.38 3.93 4.35 2.71 eV/Å.
Taking the records one at a time from the top gives energy relative to the best compared isomer or geometry (same formula, charge and spin) values of 262.4 0.0 70.7 437.2 430.1 kJ/mol.